62
Properties=species:S:1:pos:R:3:forces:R:3:lowdin_spin:R:1 method="wB97M-V/def2-TZVPD" spin_multiplicity=3 relative_energy_ev=0.0000 gap_ev="6.730 / 7.298" total_charge=+1
W -0.741 -0.269 -0.300 0.5 0.5 -0.2 0.780
Cl 2.889 -4.842 -4.358 0.0 0.0 0.0 0.000
C 1.973 -4.037 -3.129 0.0 0.0 0.0 -0.001
C 0.814 -4.645 -2.624 0.0 0.0 0.0 0.001
C 0.067 -4.035 -1.645 0.0 0.0 0.0 -0.001
C 0.444 -2.777 -1.166 0.0 0.1 0.1 0.004
O -0.253 -2.194 -0.204 -0.1 0.0 0.0 0.033
C 1.617 -2.175 -1.660 0.0 0.0 0.0 0.001
C 2.118 -0.993 -1.045 0.0 0.0 -0.1 0.009
N 1.445 -0.214 -0.259 -0.2 -0.1 0.1 0.004
C 2.085 0.843 0.434 0.0 0.0 0.0 0.002
C 3.441 0.980 0.612 0.0 0.0 0.0 0.000
C 3.961 2.056 1.347 0.0 0.0 0.0 0.000
C 3.123 2.964 1.938 0.0 0.0 0.0 0.000
C 1.730 2.824 1.803 0.0 0.0 0.0 0.000
C 0.794 3.673 2.453 0.0 0.0 0.0 0.001
C -0.535 3.451 2.315 0.0 0.0 0.0 0.000
C -0.972 2.379 1.491 0.0 0.0 0.0 0.002
N -0.132 1.573 0.876 -0.2 -0.1 -0.2 0.003
C 1.215 1.771 1.032 0.0 0.1 0.1 0.000
C 2.388 -2.829 -2.641 0.0 0.0 0.0 0.001
H 0.516 -5.608 -3.017 0.0 0.0 0.0 0.000
H -0.827 -4.494 -1.248 0.0 0.0 0.0 0.000
H 3.160 -0.754 -1.247 0.0 0.0 0.0 0.001
H 4.134 0.248 0.221 0.0 0.0 0.0 0.000
H 5.032 2.141 1.466 0.0 0.0 0.0 0.000
H 3.517 3.778 2.534 0.0 0.0 0.0 0.000
H 1.158 4.489 3.064 0.0 0.0 0.0 0.000
H -1.276 4.074 2.797 0.0 0.0 0.0 0.000
H -2.839 2.617 1.874 0.0 0.0 0.0 0.000
H 3.303 -2.380 -3.007 0.0 0.0 0.0 0.000
O -2.087 -1.260 3.908 0.0 0.0 0.0 0.000
As -2.613 -1.619 2.243 0.0 0.0 -0.2 0.026
O -2.250 2.147 1.265 0.0 0.1 0.0 0.001
O -1.259 -0.687 1.434 0.0 -0.1 0.3 0.114
C -3.898 -0.142 2.227 -0.1 0.0 -0.1 0.094
C -4.077 0.705 3.329 0.1 -0.1 0.0 0.033
C -4.946 1.786 3.243 0.0 0.0 0.0 -0.019
C -5.667 2.031 2.076 0.0 0.0 0.0 0.033
C -5.532 1.183 0.978 0.0 0.0 0.0 0.093
C -4.654 0.141 1.119 0.1 -0.1 0.2 0.680
S -2.775 -0.551 -1.829 0.1 0.0 -0.1 0.024
O -2.861 -1.439 -0.626 -0.3 -0.2 0.1 0.039
O -2.396 0.793 -1.089 0.2 -0.1 0.2 0.009
O -1.281 -0.869 -2.246 -0.1 0.0 0.0 0.007
H -1.626 -2.019 4.282 0.0 0.0 0.0 0.000
H -3.527 0.517 4.242 0.0 0.0 0.0 0.005
H -5.083 2.430 4.102 0.0 0.0 0.0 -0.001
H -6.352 2.869 2.027 0.0 0.0 0.0 0.006
H -6.097 1.355 0.071 0.0 0.0 0.0 0.012
C -0.738 3.156 -4.625 0.0 0.0 0.0 0.000
N -0.118 2.145 -3.780 -0.1 0.0 0.0 0.000
C 0.890 1.282 -4.383 0.0 0.0 0.0 0.000
C -0.460 2.007 -2.520 0.0 0.0 0.0 0.001
O 0.123 1.214 -1.749 0.2 0.0 -0.2 0.006
H -1.227 2.681 -5.474 0.0 0.0 0.0 0.000
H 0.018 3.850 -4.993 0.0 0.0 0.0 0.000
H -1.476 3.710 -4.051 0.0 0.0 0.0 0.000
H 1.855 1.789 -4.427 0.0 0.0 0.0 0.000
H 0.573 1.037 -5.396 0.0 0.0 0.0 0.000
H 0.972 0.372 -3.797 0.0 0.0 0.0 0.000
H -1.287 2.630 -2.179 0.0 0.0 0.0 0.000

65
Properties=species:S:1:pos:R:3:forces:R:3:lowdin_spin:R:1 method="wB97M-V/def2-TZVPD" spin_multiplicity=2 gap_ev="8.214 / 3.938"
Na 0.365 0.045 -0.309 -0.7 -0.4 0.5 -0.002
C 0.330 2.160 3.779 0.1 0.0 0.0 0.141
C -0.349 1.284 3.005 0.0 0.1 -0.1 0.050
N 0.070 1.405 1.691 0.1 -0.2 0.2 0.436
N 0.926 2.430 1.629 -0.3 -0.2 0.4 0.012
C 1.163 2.885 2.853 0.1 0.2 0.0 0.288
B 1.623 2.858 0.284 0.3 0.0 -0.7 -0.005
N 0.523 2.950 -0.797 0.0 0.2 0.2 0.000
C 0.500 3.744 -1.891 -0.1 0.0 0.0 0.003
C -0.608 3.408 -2.633 0.0 -0.1 -0.1 0.003
C -1.212 2.365 -1.913 0.1 0.1 0.1 0.004
N -0.526 2.093 -0.810 -0.1 0.4 -0.3 0.039
N 2.665 1.791 -0.063 0.0 0.1 0.2 -0.001
C 3.708 1.871 -0.919 -0.1 0.0 0.1 0.000
C 4.270 0.623 -1.020 0.0 -0.1 0.0 0.000
C 3.485 -0.185 -0.184 0.0 0.1 0.0 0.001
N 2.520 0.514 0.398 0.3 0.2 0.0 0.010
N 2.217 4.237 0.518 -0.2 0.0 -0.1 0.001
C 1.487 5.371 0.724 0.1 -0.1 -0.1 0.003
C 2.368 6.394 0.957 0.1 0.0 0.0 0.001
C 3.636 5.780 0.877 0.0 0.0 0.0 0.001
N 3.543 4.487 0.618 -0.1 0.1 0.1 0.002
H 0.289 2.280 4.848 0.1 0.1 0.0 0.005
H -1.080 0.537 3.267 0.0 0.0 -0.1 -0.002
H 1.899 3.658 3.025 0.0 0.0 0.0 0.010
H 1.262 4.487 -2.062 0.0 0.0 0.0 0.000
H -0.925 3.834 -3.570 0.0 0.0 0.0 0.000
H -2.103 1.802 -2.143 0.0 0.0 0.0 0.000
H 3.990 2.806 -1.371 0.0 0.0 0.0 0.000
H 5.115 0.331 -1.619 0.0 0.0 0.0 0.000
H 3.570 -1.244 0.005 0.0 0.0 0.0 0.000
H 0.409 5.358 0.670 0.0 0.0 0.0 0.000
H 2.140 7.429 1.143 0.0 0.0 0.0 0.000
H 4.610 6.231 0.992 0.0 0.0 0.0 0.000
N 1.689 -4.611 2.347 0.0 0.1 0.0 0.000
C 0.468 -4.599 2.946 0.1 0.0 0.0 0.000
O 0.163 -5.376 3.831 0.0 0.0 0.0 0.000
C -0.491 -3.561 2.447 0.0 0.0 0.0 0.000
C -1.852 -3.785 2.586 0.0 -0.1 0.0 0.000
C -2.742 -2.863 2.066 0.0 0.0 0.0 0.000
C -2.236 -1.735 1.435 0.1 -0.1 -0.1 0.000
N -0.931 -1.481 1.348 0.1 0.1 0.4 0.000
C -0.085 -2.378 1.847 0.0 0.1 -0.1 0.000
H 2.327 -5.338 2.619 0.0 0.0 0.0 0.000
H 1.858 -4.120 1.486 0.0 0.0 -0.1 0.000
H -2.183 -4.692 3.075 0.0 0.0 0.0 0.000
H -3.810 -3.025 2.116 0.0 0.0 0.0 0.000
H -2.897 -1.026 0.948 0.0 0.0 0.0 0.000
H 0.970 -2.131 1.750 0.0 0.0 0.1 0.000
O -3.177 -2.251 -1.895 0.1 0.1 0.0 0.000
C -1.994 -2.225 -2.197 -0.1 -0.1 0.0 0.000
N -0.983 -1.730 -1.442 0.0 0.0 -0.2 0.000
S 0.435 -1.841 -2.156 -0.3 -0.3 -0.2 0.000
O 0.924 -0.492 -2.412 0.3 -0.2 -0.4 0.000
O 1.357 -2.662 -1.397 0.1 -0.1 -0.1 0.000
C -0.116 -2.638 -3.641 0.1 0.1 0.0 0.000
C 0.572 -3.063 -4.759 0.1 0.0 0.0 0.000
C -0.171 -3.633 -5.785 0.0 0.0 0.0 0.000
C -1.555 -3.760 -5.679 0.0 0.0 0.0 0.000
C -2.226 -3.327 -4.540 0.0 -0.1 -0.1 0.000
C -1.484 -2.766 -3.520 0.0 0.0 0.1 0.000
H 1.647 -2.959 -4.836 0.0 0.0 0.0 0.000
H 0.333 -3.981 -6.678 0.0 0.0 0.0 0.000
H -2.112 -4.203 -6.495 0.0 0.0 0.0 0.000
H -3.299 -3.416 -4.436 0.0 0.0 0.0 0.000

66
Properties=species:S:1:pos:R:3:forces:R:3:lowdin_charge:R:1 method="wB97M-V/def2-TZVPD" gap_ev=5.321 total_charge=-1
Ba -1.756 -1.513 -0.197 6.8 0.1 2.8 1.692
S -1.879 -4.145 1.075 0.0 -0.6 0.2 0.377
C -0.334 -4.877 0.648 0.1 0.0 0.0 -0.721
C -0.309 -6.264 0.448 -0.1 0.1 0.0 -0.092
C 0.856 -6.972 0.187 -0.1 -0.3 0.0 -0.216
C 0.803 -8.402 0.012 0.0 0.3 0.0 -0.195
N 0.745 -9.543 -0.134 0.0 0.0 0.0 0.131
C 2.066 -6.272 0.105 0.3 -0.1 0.0 -0.216
C 2.059 -4.897 0.262 0.0 0.1 0.0 -0.097
C 0.894 -4.157 0.528 0.0 0.0 0.1 -0.756
S 1.059 -2.425 0.719 0.1 -0.1 0.0 0.339
C 3.316 -6.962 -0.105 -0.3 0.1 0.0 -0.192
N 4.314 -7.513 -0.263 0.0 0.0 0.0 0.133
H -1.245 -6.802 0.519 0.0 0.0 0.0 0.100
H 2.993 -4.358 0.182 0.0 0.0 0.0 0.097
Cl -3.006 3.078 -4.140 0.0 0.0 0.0 0.513
C -3.195 3.146 -2.382 0.1 0.0 0.0 -1.006
Cl -3.396 1.553 -1.668 -0.1 0.0 0.1 0.608
H -4.080 3.726 -2.157 0.0 0.1 0.0 0.023
H -2.302 3.592 -1.963 0.0 0.1 0.0 0.021
C -5.147 0.545 1.575 0.0 0.0 -0.2 -0.171
P -3.748 -0.305 2.312 0.2 0.4 0.6 0.535
C -3.641 0.439 3.948 0.1 0.0 0.1 -0.176
C -4.213 -2.005 2.619 0.0 -0.1 -0.1 -0.184
O -2.441 -0.116 1.581 -1.2 1.0 1.3 -0.651
H -6.020 0.449 2.223 0.0 0.0 0.0 0.059
H -5.370 0.124 0.596 0.0 0.0 0.0 0.036
H -4.883 1.598 1.461 0.0 0.0 0.0 0.055
H -4.578 0.338 4.497 0.0 0.0 0.0 0.053
H -3.394 1.494 3.830 0.0 0.0 0.0 0.055
H -2.837 -0.049 4.502 0.0 0.0 0.0 0.061
H -5.020 -2.031 3.354 0.0 0.0 0.0 0.062
H -3.340 -2.546 2.992 0.0 0.0 0.0 0.034
H -4.540 -2.490 1.700 0.0 0.0 0.0 0.039
F -3.262 -4.333 -2.152 0.1 -0.1 0.0 0.141
C -4.357 -3.605 -2.024 0.0 0.2 -0.1 -0.671
F -5.128 -3.804 -3.094 0.0 -0.1 -0.1 0.135
F -5.027 -3.993 -0.945 -0.1 -0.1 0.1 0.135
S -3.941 -1.787 -1.896 -2.4 -0.6 -1.7 0.387
O -4.896 -1.137 -2.735 0.0 0.1 0.0 -0.273
O -2.546 -1.714 -2.314 -1.3 -0.2 -2.7 -0.600
O -4.074 -1.505 -0.461 -2.1 -0.1 -0.7 -0.614
N 4.393 4.016 0.436 0.1 0.0 0.1 0.165
C 5.325 4.972 0.094 0.0 0.0 0.1 -0.192
C 6.336 5.608 0.811 0.0 0.0 0.0 -0.027
C 7.088 6.543 0.127 0.0 0.0 0.0 -0.103
C 6.841 6.834 -1.226 0.0 0.0 0.0 -0.101
C 5.834 6.197 -1.927 0.0 0.0 0.0 -0.020
C 5.064 5.251 -1.252 -0.1 0.0 -0.1 -0.227
N 4.003 4.480 -1.706 0.1 0.1 0.0 0.178
C 3.638 3.765 -0.680 -0.1 -0.1 0.0 -0.273
C 2.526 2.797 -0.681 0.1 0.1 0.0 -0.139
C 2.159 2.093 0.455 0.0 0.0 0.1 -0.003
C 1.090 1.215 0.388 -0.1 -0.1 0.0 -0.142
N 0.390 1.009 -0.724 -0.2 -0.1 -0.1 0.045
C 0.758 1.673 -1.821 0.0 0.0 0.1 -0.124
C 1.808 2.574 -1.850 0.0 0.0 -0.1 -0.004
H 4.301 3.564 1.328 0.0 0.0 0.0 0.148
H 6.526 5.384 1.854 0.0 0.0 0.0 0.106
H 7.886 7.062 0.643 0.0 0.0 0.0 0.097
H 7.455 7.572 -1.725 0.0 0.0 0.0 0.095
H 5.640 6.417 -2.969 0.0 0.0 0.0 0.110
H 2.686 2.204 1.395 -0.1 0.0 0.0 0.105
H 0.789 0.640 1.258 0.0 0.0 0.0 0.097
H 0.181 1.474 -2.718 0.0 0.0 0.0 0.111
H 2.082 3.100 -2.755 0.0 0.0 0.0 0.111